Entry 1:
C44H34Br2N6O3PS3ScSe2 | the ωB97M-V functional and the def2-TZVPD basis

Positions of all 96 atoms, in Å:
1 Sc 0.2407 -0.2576 -0.2519
2 N 3.6063 -0.7176 0.6446
3 C 3.5043 -0.8765 -0.7188
4 C 4.7125 -0.8118 -1.4356
5 C 4.7063 -1.0310 -2.7915
6 C 3.4866 -1.2795 -3.4122
7 C 2.3443 -1.2700 -2.6415
8 N 2.3260 -1.0844 -1.3159
9 C 2.7278 -0.9407 1.6734
10 C 3.2079 -0.7041 2.9747
11 C 2.4417 -1.0686 4.0550
12 C 1.2375 -1.7261 3.8190
13 C 0.8309 -1.8979 2.5157
14 N 1.5162 -1.4632 1.4453
15 H 4.3964 -0.1341 0.9035
16 H 5.6238 -0.5884 -0.9035
17 H 5.6201 -1.0055 -3.3664
18 H 3.4298 -1.4588 -4.4729
19 H 1.3879 -1.4070 -3.1261
20 H 4.1710 -0.2350 3.0960
21 H 2.7845 -0.8763 5.0601
22 H 0.6239 -2.0775 4.6315
23 H -0.0941 -2.4202 2.3048
24 C 1.7672 -4.4847 0.8712
25 C 1.2668 -4.3428 -0.5322
26 C 1.5901 -5.3592 -1.4556
27 C 1.0740 -5.3225 -2.7176
28 C 0.2311 -4.2558 -3.0789
29 C -0.3700 -4.1267 -4.3457
30 Br -0.1094 -5.4626 -5.6831
31 C -1.1382 -3.0385 -4.6593
32 C -1.2918 -2.0219 -3.7241
33 Br -2.2250 -0.4580 -4.2400
34 C -0.7279 -2.0468 -2.4474
35 O -0.8122 -1.0446 -1.6377
36 C 0.0165 -3.2379 -2.1060
37 N 0.5370 -3.2988 -0.8638
38 H 2.2861 -5.4327 0.9816
39 H 0.9322 -4.4562 1.5656
40 H 2.4504 -3.6764 1.1214
41 H 2.2371 -6.1702 -1.1559
42 H 1.3092 -6.0904 -3.4429
43 H -1.5976 -2.9419 -5.6311
44 Se 0.2485 1.4184 2.0589
45 P -1.6422 0.3908 2.4128
46 Se -2.1003 -1.2640 1.0682
47 C -1.7144 -0.1858 4.1513
48 C -1.1769 0.6404 5.1277
49 C -1.2490 0.2680 6.4556
50 C -1.8486 -0.9306 6.8087
51 C -2.3762 -1.7562 5.8299
52 C -2.3195 -1.3828 4.4998
53 C -3.0547 1.5568 2.3775
54 C -4.3152 1.0782 2.0528
55 C -5.3920 1.9420 2.0173
56 C -5.2110 3.2809 2.3229
57 C -3.9510 3.7579 2.6497
58 C -2.8670 2.8994 2.6771
59 H -0.7018 1.5662 4.8312
60 H -0.8484 0.9218 7.2163
61 H -1.8985 -1.2229 7.8459
62 H -2.8433 -2.6902 6.1008
63 H -2.7318 -2.0169 3.7259
64 H -4.4350 0.0294 1.8118
65 H -6.3696 1.5686 1.7473
66 H -6.0599 3.9491 2.3098
67 H -3.8208 4.8071 2.8776
68 H -1.8720 3.2637 2.8991
69 O 4.2832 1.7825 0.2041
70 S 3.0074 2.4597 0.1218
71 O 2.4900 2.9102 1.3813
72 N 1.8785 1.5292 -0.6769
73 C 1.5661 2.1073 -1.8270
74 S 0.5205 1.4128 -2.9117
75 C 2.2359 3.3730 -2.1219
76 C 2.0817 4.1603 -3.2537
77 C 2.8851 5.2813 -3.3810
78 C 3.8314 5.5964 -2.4133
79 C 3.9579 4.8257 -1.2625
80 C 3.1314 3.7357 -1.1289
81 H 1.3629 3.8744 -4.0073
82 H 2.7857 5.9115 -4.2530
83 H 4.4794 6.4490 -2.5545
84 H 4.6856 5.0653 -0.5044
85 S -1.6891 1.9728 -0.5418
86 C -2.9333 1.7615 -1.6487
87 N -2.9570 2.5642 -2.7466
88 C -3.9198 2.5103 -3.6839
89 C -4.9593 1.6412 -3.5537
90 C -4.9828 0.7798 -2.4376
91 C -3.9919 0.8374 -1.5029
92 H -2.1523 3.1708 -2.8607
93 H -3.8219 3.1801 -4.5206
94 H -5.7326 1.5971 -4.2993
95 H -5.7781 0.0583 -2.3381
96 H -3.9712 0.1630 -0.6586

Results
Highest occupied orbital energy (Eh): -0.2631
Energy relative to the best compared isomer or geometry (same formula, charge and spin) (eV): 0.4504
Electronic energy (hartree): -14499.183315
Spin multiplicity: 1
Frontier orbital gap (eV): 7.1416

These are the Löwdin partial charges, in e, on atoms 1 to 6: Sc 0.586; N 0.119; C -0.302; C -0.001; C -0.048; C -0.043

***

Entry 2:
C25H39BF16N2O14 | the ωB97M-V functional and the def2-TZVPD basis

Positions of all 97 atoms, in Å:
1 N -0.2809 2.6874 -2.9311
2 C -1.2193 1.8148 -2.1962
3 O -2.4424 2.5367 -2.2030
4 C -3.5137 1.8318 -1.6131
5 O -4.3037 2.6259 -0.7480
6 B -3.5754 3.6834 -0.1615
7 O -3.3003 4.9079 -0.8227
8 O -3.1243 3.6115 1.1819
9 C -0.6161 1.5310 -0.7734
10 N -0.5093 0.0491 -0.5653
11 C 0.8108 2.0930 -0.5328
12 C 0.7199 3.5946 -0.1373
13 F 1.9102 4.2647 -0.3815
14 H -0.7895 3.2001 -3.6409
15 H 0.4705 2.1416 -3.3273
16 H -1.2631 0.8681 -2.7845
17 H -3.2238 0.9171 -1.0617
18 H -4.1824 1.5024 -2.4365
19 H -2.4005 4.8157 -1.1422
20 H -2.7016 2.7672 1.3451
21 H -1.2649 1.9122 0.0484
22 H -0.2130 -0.0252 0.4080
23 H -1.4537 -0.3394 -0.5683
24 H 1.2003 1.5675 0.3780
25 H 1.5366 1.8876 -1.3325
26 H 0.5519 3.6594 0.9584
27 H -0.1315 4.1027 -0.6243
28 C 6.0949 0.5785 -4.0632
29 C 5.7081 -0.8865 -4.0962
30 O 4.3454 -1.0799 -3.6809
31 C 3.4176 -0.7560 -4.5778
32 O 3.6373 -0.3324 -5.6700
33 C 2.0257 -1.0337 -4.0227
34 F 1.8626 -0.5230 -2.8027
35 F 1.7891 -2.3452 -3.9359
36 F 1.0696 -0.5175 -4.7907
37 H 5.9130 0.9976 -3.0719
38 H 7.1480 0.7026 -4.3145
39 H 5.5040 1.1617 -4.7695
40 H 6.3229 -1.4435 -3.3901
41 H 5.8684 -1.3265 -5.0817
42 C -4.0359 -2.6363 -4.9076
43 C -4.9762 -2.9733 -3.7677
44 O -4.3140 -3.7466 -2.7508
45 C -3.4975 -3.0696 -1.9525
46 O -3.2863 -1.8977 -2.0199
47 C -2.8856 -3.9965 -0.9089
48 F -2.3811 -5.1045 -1.4549
49 F -3.7953 -4.3825 -0.0083
50 F -1.8983 -3.4125 -0.2406
51 H -3.5941 -3.5459 -5.3179
52 H -4.5678 -2.1101 -5.6999
53 H -3.2126 -2.0055 -4.5713
54 H -5.7923 -3.5928 -4.1370
55 H -5.4221 -2.0785 -3.3306
56 C -2.4950 -6.6015 2.9048
57 C -3.1058 -7.0729 1.6004
58 O -3.4266 -8.4740 1.6485
59 C -4.5169 -8.7928 2.3413
60 O -5.2236 -8.0155 2.9041
61 C -4.7566 -10.2971 2.2875
62 F -3.6521 -10.9885 2.5781
63 F -5.1530 -10.6793 1.0700
64 F -5.6948 -10.6796 3.1447
65 H -1.6223 -7.2067 3.1567
66 H -2.1951 -5.5561 2.8319
67 H -3.1993 -6.6985 3.7312
68 H -2.3831 -6.9515 0.7942
69 H -3.9881 -6.4919 1.3328
70 C 4.9799 1.0546 3.7319
71 C 4.5617 -0.4021 3.7123
72 O 3.1876 -0.5602 4.1082
73 C 2.2831 -0.2293 3.1939
74 O 2.5278 0.1745 2.0987
75 C 0.8758 -0.4681 3.7279
76 F 0.7044 0.0633 4.9375
77 F 0.6117 -1.7724 3.8273
78 F -0.0515 0.0621 2.9310
79 H 4.7916 1.4913 4.7141
80 H 6.0394 1.1521 3.4961
81 H 4.4135 1.6409 3.0081
82 H 5.1525 -0.9625 4.4358
83 H 4.7278 -0.8594 2.7356
84 C 1.6461 7.3675 1.0715
85 C 1.9523 6.2459 2.0424
86 O 2.8642 6.6771 3.0706
87 C 2.3411 7.4399 4.0266
88 O 1.2000 7.7777 4.0887
89 C 3.4049 7.7974 5.0581
90 F 4.5215 8.2545 4.4858
91 F 3.7450 6.7317 5.7909
92 F 2.9849 8.7343 5.8992
93 H 2.5698 7.7674 0.6496
94 H 1.0102 7.0099 0.2622
95 H 1.1372 8.1947 1.5671
96 H 2.4469 5.4339 1.5141
97 H 1.0438 5.8366 2.4887

Results
Highest occupied orbital energy (Eh): -0.3558
Structure (SMILES): N[C@H](OCOB(O)O)[C@@H](N)CCF.CCOC(=O)C(F)(F)F.CCOC(=O)C(F)(F)F.CCOC(=O)C(F)(F)F.CCOC(=O)C(F)(F)F.CCOC(=O)C(F)(F)F
Electronic energy (hartree): -3761.771523
Spin multiplicity: 1
Frontier orbital gap (eV): 9.9389

These are the Löwdin partial charges, in e, on atoms 1 to 6: N 0.080; C -0.333; O -0.061; C -0.200; O 0.112; B -0.694

***

Entry 3:
C13H15BiN4S2 | the ωB97M-V functional and the def2-TZVPD basis

Positions of all 35 atoms, in Å:
1 C -2.1729 -0.6844 -2.5781
2 C -2.1766 0.6708 -2.5043
3 H -2.7434 -1.3075 -1.8709
4 H -1.7459 -1.1927 -3.4545
5 H -1.7423 1.3319 -3.2734
6 H -2.7806 1.1913 -1.7507
7 Bi 0.0720 0.0951 -1.0543
8 C 2.3447 -1.1976 -1.6432
9 C 1.9462 -0.3669 -2.7535
10 C 2.6152 1.0231 -0.9938
11 C 2.7969 -0.3414 -0.5989
12 H 1.5131 -0.7032 -3.6848
13 H 1.8525 1.8924 -2.9347
14 H 2.8579 1.9012 -0.4043
15 C 2.1153 1.0249 -2.3440
16 H 3.1116 -0.6781 0.3789
17 H 2.3137 -2.2820 -1.6101
18 N -2.1837 2.5337 0.0221
19 C -2.3716 1.3139 0.6417
20 N -1.4157 0.4027 0.6090
21 C -1.6210 -0.7730 1.3602
22 C -2.8411 -0.6312 1.9924
23 S -3.7094 0.8535 1.6079
24 C -0.3800 -1.3725 1.8603
25 C -0.2894 -1.9947 3.1032
26 S 1.2570 -1.8179 3.8636
27 C 1.6887 -0.7977 2.5036
28 N 0.8317 -0.7228 1.5313
29 N 2.8826 -0.0952 2.5740
30 H -2.8761 3.2239 0.2403
31 H -1.3438 2.7731 -0.5362
32 H -3.0788 -1.3434 2.7715
33 H -1.2013 -2.4128 3.5326
34 H 3.3904 -0.2109 3.4344
35 H 3.0841 0.6943 1.9628

Results
Highest occupied orbital energy (Eh): -0.5188
Electronic energy (hartree): -1733.695096
Total charge: +2
Spin multiplicity: 1
Frontier orbital gap (eV): 5.4230

These are the Löwdin partial charges, in e, on atoms 1 to 6: C -0.090; C -0.157; H 0.092; H 0.091; H 0.093; H 0.048